Entry 1:
C5H12FNO8PSSi2 | ωB97M-V with the def2-TZVPD basis set

Cartesian coordinates (Å):
N 3.52124 -3.18056 0.65908
C 3.68435 -2.12660 -0.40124
Si 3.63971 -0.35004 0.31756
O 2.51648 0.67206 -0.50438
Si 1.00911 0.80659 0.21314
P -0.23630 -1.04815 0.04465
O -0.26379 -1.51718 -1.53146
O -1.80914 -0.59872 0.42500
S 0.26974 -2.44733 1.27966
C 5.38710 0.37781 -0.03249
O 5.84142 1.36041 0.58349
O 6.07576 -0.20416 -0.94620
H 2.97003 -3.94190 0.27017
H 4.44154 -3.57023 0.86232
H 4.63356 -2.30684 -0.95448
H 2.83633 -2.21220 -1.13037
H 3.45760 -0.33388 1.78257
H 0.26871 1.82572 -0.56887
H 1.03969 1.32617 1.59219
H -0.11977 -2.47801 -1.58454
H -1.87475 -0.78730 1.37722
C -4.27826 1.44979 -0.78433
C -5.57773 2.17554 -0.58425
O -5.50401 2.58680 0.76473
C -4.17271 2.74673 1.03578
O -3.75039 3.33198 1.97496
O -3.39811 2.15625 0.08767
F -6.63786 1.33923 -0.72801
H -4.32990 0.40303 -0.47811
H -3.92834 1.49622 -1.81416
H -5.71132 3.04876 -1.22728

## Properties
Net charge   -1
Multiplicity   1
Orbital gap   5.96 eV
LUMO level   2.0802 eV



Entry 2:
C20H24IrN3PSe2Si | ωB97M-V with the def2-TZVPD basis set

Cartesian coordinates (Å):
Ir 0.33289 0.73276 1.08334
Se -0.09050 2.38273 3.12437
C 0.43920 3.89904 2.30444
N 0.77099 4.86847 1.77488
Se 2.41268 -0.09160 3.86457
N 1.95412 -0.24702 2.11438
C 2.61880 -1.29583 1.59678
C 2.56311 -1.74858 0.26352
C 3.33370 -2.82200 -0.08701
C 4.16719 -3.49085 0.85099
C 4.23951 -3.09124 2.14901
C 3.46610 -1.97137 2.55026
N 3.45522 -1.45652 3.77262
H 1.92200 -1.25172 -0.45729
H 3.30760 -3.17465 -1.10962
H 4.74705 -4.34035 0.51728
H 4.86476 -3.59011 2.87640
C -0.67601 2.74718 -1.59548
P 0.83072 1.97064 -0.93891
C 2.03466 3.31357 -0.80754
C 1.40003 0.88822 -2.26266
C 0.47899 -0.00849 -2.81817
C 0.81758 -0.72860 -3.94808
C 2.08193 -0.58150 -4.50824
C 3.01224 0.27378 -3.92963
C 2.68353 1.00134 -2.79776
H -1.46332 2.00889 -1.73896
H -0.42522 3.19781 -2.55591
H -1.03047 3.51267 -0.90420
H 2.19798 3.71692 -1.80699
H 2.98118 2.96759 -0.39096
H 1.64014 4.09744 -0.16669
H -0.50286 -0.12603 -2.37238
H 0.09626 -1.39869 -4.39562
H 2.34293 -1.13830 -5.39814
H 3.99483 0.38229 -4.36807
H 3.41968 1.66595 -2.36607
C -5.65887 0.79197 1.09883
Si -4.51682 -0.62769 1.57253
C -4.72634 -2.02281 0.29177
C -4.76534 -1.28281 3.31250
C -2.72911 -0.13296 1.30928
C -1.54083 0.10890 1.11406
H -6.69119 0.44383 1.12825
H -5.44281 1.15617 0.09469
H -5.55687 1.62349 1.79882
H -5.74435 -2.40585 0.35599
H -4.02067 -2.82461 0.51080
H -4.54081 -1.63837 -0.71062
H -5.77455 -1.68667 3.39853
H -4.65170 -0.49634 4.06060
H -4.05895 -2.08005 3.54552

## Properties
Net charge   +2
Multiplicity   2
Orbital gap (spin up / spin down)   5.48 / 5.74 eV
LUMO level (spin up / spin down)   -9.6214 / -9.3268 eV
⟨S²⟩   0.80



Entry 3:
C24H34N3O9S2Zr | ωB97M-V with the def2-TZVPD basis set

Cartesian coordinates (Å):
Zr 0.98775 -0.36698 -0.36175
C 3.74153 -1.75206 0.50432
C 2.85632 -2.97414 0.36074
O 1.69032 -2.58632 -0.39625
C 0.76160 -3.66299 -0.63894
C -0.54618 -2.99720 -1.01437
O -0.77859 -1.89900 -0.10761
C -1.32645 -2.24369 1.18377
C -0.25884 -2.19162 2.27287
O 0.74109 -1.24671 1.87604
C 1.77793 -1.07231 2.85425
C 2.79530 -0.17673 2.18519
O 2.93968 -0.58081 0.79963
H 4.25455 -1.52173 -0.42323
H 4.47767 -1.89980 1.29255
H 2.52491 -3.36413 1.32428
H 3.39349 -3.76109 -0.16822
H 0.66470 -4.25979 0.27084
H 1.13247 -4.30028 -1.44082
H -1.37454 -3.70109 -0.97230
H -0.51330 -2.55725 -2.00831
H -1.76566 -3.23843 1.13554
H -2.12556 -1.53425 1.37831
H 0.21666 -3.16260 2.43145
H -0.71063 -1.87445 3.21346
H 2.19167 -2.04612 3.12482
H 1.37686 -0.60288 3.75316
H 3.76849 -0.19942 2.67029
H 2.45221 0.85362 2.13581
O 2.43149 -0.62817 -1.96694
C 2.38089 -0.61752 -3.21465
C 1.21162 -0.33595 -3.97652
C 1.29653 -0.35946 -5.37913
C 0.17754 -0.06775 -6.11082
C -1.03233 0.24982 -5.50551
C -1.13254 0.27579 -4.12405
C -0.01756 -0.01638 -3.34543
O -0.10971 0.02762 -2.00986
N 0.26397 -0.09142 -7.59188
O -0.72287 0.25176 -8.19210
O 1.33150 -0.40829 -8.05956
H 3.30718 -0.83855 -3.75171
H 2.22143 -0.60336 -5.88889
H -1.88609 0.47061 -6.13392
H -2.07638 0.50144 -3.64506
N 0.56955 3.11617 -2.01665
C 1.59002 3.27781 -1.17868
N 2.02775 4.49786 -0.91951
S 2.38961 1.96112 -0.40772
H 0.20727 3.88732 -2.55812
H 0.28810 2.18341 -2.26986
H 1.69300 5.31191 -1.41467
H 2.79157 4.62772 -0.27529
C -3.64050 1.75435 6.32803
C -3.20060 1.53839 4.91326
C -3.93933 0.73965 4.04122
C -3.53995 0.56369 2.72583
C -2.39127 1.20724 2.27656
C -1.63097 2.00929 3.12505
C -2.03832 2.15979 4.43430
S -1.98258 0.99686 0.58062
C -2.27550 2.63003 -0.07820
O -0.42505 0.87826 0.56940
H -4.41135 1.04511 6.62149
H -4.04940 2.76137 6.43831
H -2.80194 1.66853 7.01879
H -4.83883 0.25202 4.39442
H -4.12837 -0.05389 2.05486
H -0.73697 2.50511 2.76389
H -1.45849 2.78187 5.10548
H -1.64264 3.35585 0.43068
H -3.32832 2.84957 0.10609
H -2.08662 2.60366 -1.14905

## Properties
Net charge   +3
Multiplicity   1
Orbital gap   7.84 eV
LUMO level   -8.9377 eV



Calculated energy, -61851.7243 -176278.7869 -71265.4199 eV (same order as the records).
Calculated ΔE to the lowest compared entry with this formula, charge and spin, 47.4 150.6 8.8 kJ/mol (same order as the records).